No. 1
{"formula": "C42H55BMoN9Si", "method": "wB97M-V/def2-TZVPD", "total_charge": 1, "de_lowest_kcal_mol": 14.0, "homo_ev": [-10.473, -10.444], "multiplicity": 3, "e_tot_ev": -68265.7795, "elements": ["Mo", "C", "C", "C", "C", "C", "N", "N", "B", "N", "N", "C", "C", "C", "C", "C", "N", "N", "C", "C", "C", "C", "C", "H", "H", "H", "H", "H", "H", "H", "H", "H", "H", "H", "H", "H", "H", "H", "H", "H", "H", "H", "H", "H", "H", "C", "N", "C", "C", "C", "C", "C", "C", "C", "C", "H", "H", "H", "H", "H", "H", "H", "H", "H", "H", "H", "H", "N", "C", "N", "C", "C", "C", "C", "C", "H", "H", "H", "H", "H", "H", "H", "H", "H", "H", "C", "C", "C", "C", "C", "C", "Si", "C", "C", "C", "C", "C", "C", "H", "H", "H", "H", "H", "H", "H", "H", "H", "H", "H"], "xyz": [[0.04601, -0.38948, -0.57067], [3.33834, 0.08612, -2.17573], [3.20481, 0.27439, -0.69815], [4.27357, 0.57721, 0.14882], [3.76141, 0.57068, 1.43334], [4.46477, 0.82733, 2.72171], [2.45451, 0.28857, 1.33924], [2.09772, 0.10667, 0.04756], [1.40552, 0.09120, 2.45216], [0.32647, 1.15619, 2.22909], [-0.20306, 1.34862, 0.99656], [-0.95930, 2.44917, 1.06362], [-1.80844, 2.99107, -0.03782], [-0.87006, 2.99384, 2.34668], [-0.05651, 2.13905, 3.06226], [0.36147, 2.23971, 4.48813], [0.83451, -1.32793, 2.28972], [0.23346, -1.75105, 1.14484], [-0.03165, -3.05539, 1.29403], [-0.64468, -3.92364, 0.25000], [0.39142, -3.46757, 2.55763], [0.94025, -2.34848, 3.15853], [1.54153, -2.23828, 4.51781], [4.00228, 0.84873, -2.58524], [3.78786, -0.88743, -2.37761], [2.38840, 0.11416, -2.69492], [5.29460, 0.76078, -0.14204], [5.50422, 1.07450, 2.52179], [4.00417, 1.65341, 3.26414], [4.43499, -0.04954, 3.36952], [1.90396, 0.21750, 3.52183], [-1.65584, 2.46680, -0.97648], [-2.86011, 2.89946, 0.23659], [-1.60427, 4.05481, -0.16798], [-1.37135, 3.87425, 2.71313], [-0.16831, 3.06563, 4.95649], [0.13094, 1.32304, 5.03132], [1.43346, 2.42593, 4.57159], [-1.23488, -3.34152, -0.45315], [0.13388, -4.45507, -0.29977], [-1.28841, -4.66491, 0.72027], [0.31162, -4.45776, 2.97384], [1.42035, -3.18602, 5.03677], [2.60609, -2.00787, 4.46403], [1.05780, -1.45529, 5.10219], [-2.09637, -2.28826, -2.70907], [-1.30433, -1.04465, -2.72606], [-2.15367, 0.02262, -3.27262], [-0.16801, -1.28501, -3.63565], [0.82129, -2.19250, -2.96881], [1.47587, -3.17816, -3.69519], [2.44787, -3.95872, -3.08838], [2.75451, -3.73021, -1.75347], [2.07359, -2.75537, -1.03943], [1.06728, -1.96362, -1.60911], [-2.47570, -2.50108, -3.71539], [-2.93661, -2.20136, -2.03272], [-1.46894, -3.12269, -2.40368], [-2.49646, -0.24574, -4.27846], [-1.60589, 0.95866, -3.33657], [-3.02357, 0.16925, -2.63677], [0.30478, -0.32707, -3.86984], [-0.52221, -1.71317, -4.58113], [1.22590, -3.33056, -4.73939], [2.95977, -4.72906, -3.65012], [3.52729, -4.31439, -1.26933], [2.35493, -2.60587, -0.00160], [0.29852, 1.10065, -1.84402], [0.72428, 2.05525, -2.35552], [1.16174, 3.10910, -2.96236], [0.97298, 4.45954, -2.40654], [2.29996, 5.00381, -1.88924], [3.35103, 4.97778, -3.00088], [3.50744, 3.55658, -3.54650], [2.16532, 3.02088, -4.03567], [0.22100, 4.41937, -1.62260], [0.60077, 5.09062, -3.21740], [2.63407, 4.38881, -1.04860], [2.14867, 6.01914, -1.52129], [4.30688, 5.34137, -2.62458], [3.04284, 5.64786, -3.80926], [3.88721, 2.90473, -2.75511], [4.21820, 3.53298, -4.37339], [2.24464, 1.98797, -4.37249], [1.80052, 3.62926, -4.86694], [-5.61663, -3.78428, 0.44875], [-4.50209, -3.80834, 1.27520], [-3.54101, -2.81486, 1.17347], [-3.65129, -1.78658, 0.23610], [-4.79039, -1.77179, -0.57096], [-5.76435, -2.75471, -0.46861], [-2.41902, -0.32614, 0.22639], [-2.76564, 0.29501, 1.99246], [-3.73491, 1.27407, 2.21121], [-4.09527, 1.66408, 3.49239], [-3.49160, 1.07380, 4.59389], [-2.52644, 0.09638, 4.40087], [-2.16933, -0.28337, 3.11486], [-6.37534, -4.55139, 0.53411], [-4.38934, -4.59753, 2.00873], [-2.70220, -2.82340, 1.86085], [-4.93001, -0.96617, -1.28586], [-6.64413, -2.71240, -1.09850], [-3.22558, 0.67440, -0.55843], [-4.22982, 1.73257, 1.36033], [-4.85483, 2.42290, 3.63352], [-3.78462, 1.36376, 5.59495], [-2.05821, -0.38091, 5.25425], [-1.41888, -1.05542, 2.98951]], "atomic_forces_ev_per_a": [[-0.44, -1.41, 0.77], [-0.04, -0.05, 0.09], [0.16, 0.04, 0.26], [-0.04, 0.02, -0.05], [0.03, 0.03, -0.16], [-0.12, -0.04, 0.05], [0.09, -0.06, 0.24], [0.31, 0.04, -0.32], [-0.09, 0.10, -0.36], [0.22, 0.07, 0.16], [-0.22, -0.34, -0.46], [0.16, 0.27, 0.15], [0.12, 0.02, 0.03], [0.00, -0.07, -0.04], [-0.14, 0.21, -0.11], [0.11, -0.09, -0.06], [0.18, -0.06, 0.32], [-0.24, -0.11, -0.08], [-0.06, -0.15, 0.17], [0.04, 0.08, 0.02], [0.01, 0.08, -0.01], [-0.11, -0.21, -0.12], [0.01, 0.10, -0.04], [-0.02, -0.07, 0.03], [-0.03, -0.03, -0.03], [-0.02, -0.03, -0.06], [-0.01, 0.00, 0.01], [0.01, 0.01, 0.02], [0.03, 0.01, 0.00], [0.02, 0.01, 0.00], [0.02, -0.02, 0.08], [-0.03, 0.02, -0.05], [0.07, 0.02, -0.07], [0.02, 0.01, -0.06], [0.00, -0.02, 0.01], [-0.02, -0.01, 0.03], [0.00, 0.03, 0.01], [-0.01, -0.01, 0.04], [-0.01, -0.05, 0.07], [-0.01, 0.05, -0.05], [-0.06, 0.03, -0.01], [0.00, 0.02, 0.01], [0.01, 0.00, 0.02], [-0.01, 0.01, 0.02], [0.02, -0.01, 0.02], [0.01, -0.17, 0.02], [0.20, 0.10, 0.47], [-0.15, 0.03, -0.08], [0.21, -0.09, -0.06], [-0.15, 0.17, -0.03], [0.07, -0.04, -0.02], [-0.04, 0.06, -0.03], [-0.01, -0.01, -0.05], [0.07, 0.08, 0.20], [0.31, -0.17, -0.24], [0.02, 0.06, -0.01], [0.00, 0.00, 0.03], [0.00, 0.06, -0.03], [0.02, -0.04, 0.02], [0.04, -0.01, 0.03], [0.02, -0.02, -0.01], [-0.09, 0.02, 0.01], [-0.08, 0.06, 0.00], [0.01, -0.01, 0.00], [0.01, 0.00, 0.01], [-0.02, 0.00, 0.03], [-0.04, 0.00, -0.01], [0.38, 1.80, -1.35], [-0.08, -0.08, 0.10], [0.00, 0.10, -0.11], [0.07, 0.21, 0.24], [0.02, -0.06, -0.15], [-0.04, -0.14, 0.09], [-0.12, 0.15, 0.03], [0.31, -0.08, -0.11], [-0.05, -0.06, -0.01], [-0.07, -0.04, 0.01], [-0.01, 0.03, 0.04], [-0.02, -0.01, 0.02], [0.00, 0.02, -0.02], [0.03, 0.02, 0.00], [0.02, 0.03, -0.04], [0.01, -0.03, 0.00], [-0.08, 0.00, 0.03], [-0.05, -0.05, -0.01], [-0.01, 0.02, 0.00], [0.00, -0.04, 0.03], [0.05, 0.02, 0.02], [0.28, -0.02, -0.08], [0.02, 0.10, -0.03], [-0.06, -0.02, -0.01], [-1.22, 0.13, 0.68], [0.28, -0.21, -0.03], [-0.09, -0.07, -0.09], [-0.01, 0.01, 0.03], [-0.01, 0.03, 0.01], [-0.01, -0.01, 0.02], [-0.06, -0.06, -0.01], [0.01, 0.00, -0.01], [-0.01, 0.02, 0.01], [0.01, -0.05, 0.00], [-0.01, -0.02, 0.00], [0.01, 0.00, 0.00], [0.31, -0.15, -0.10], [-0.06, -0.04, 0.07], [-0.01, -0.01, -0.01], [0.02, 0.01, 0.00], [-0.02, 0.00, 0.01], [-0.07, 0.01, 0.04]]}

---

No. 2
{"formula": "C42H56BFN4O14S", "method": "wB97M-V/def2-TZVPD", "smiles": "CCCCCCCCC[C@H]1[C@H](CB(O)O)S(=O)(=O)OC[C@]1(F)CCCCO.O=[N+]([O-])c1ccccc1.O=[N+]([O-])c1ccccc1.O=[N+]([O-])c1ccccc1.O=[N+]([O-])c1ccccc1", "homo_ev": -9.831, "e_tot_ev": -93306.9068, "elements": ["C", "C", "C", "C", "C", "C", "C", "C", "C", "C", "C", "C", "B", "O", "O", "S", "O", "O", "O", "C", "C", "F", "C", "C", "C", "C", "O", "H", "H", "H", "H", "H", "H", "H", "H", "H", "H", "H", "H", "H", "H", "H", "H", "H", "H", "H", "H", "H", "H", "H", "H", "H", "H", "H", "H", "H", "H", "H", "H", "H", "H", "H", "H", "C", "C", "C", "C", "C", "C", "N", "O", "O", "H", "H", "H", "H", "H", "C", "C", "C", "C", "C", "C", "N", "O", "O", "H", "H", "H", "H", "H", "C", "C", "C", "C", "C", "C", "N", "O", "O", "H", "H", "H", "H", "H", "C", "C", "C", "C", "C", "C", "N", "O", "O", "H", "H", "H", "H", "H"], "xyz": [[-1.10179, 8.58426, 1.39779], [-1.46501, 7.20334, 0.68449], [-2.53909, 6.45618, 1.56603], [-1.98601, 5.22825, 2.36554], [-0.62067, 5.48052, 3.10390], [0.40192, 4.27138, 2.95317], [1.59361, 4.61214, 1.97674], [1.14842, 4.40817, 0.48927], [1.55234, 3.00942, -0.12185], [0.31321, 2.37485, -0.83598], [0.18541, 2.70821, -2.35934], [0.60453, 4.15209, -2.77979], [2.12043, 4.20970, -3.32601], [2.60307, 3.16955, -4.17404], [3.03676, 5.22994, -2.97971], [-1.59673, 2.39282, -2.78158], [-1.80062, 2.08546, -4.20927], [-2.38524, 3.54301, -2.26922], [-2.00212, 1.11832, -1.77160], [-0.88175, 0.22358, -1.65134], [0.27081, 0.79528, -0.72856], [1.46191, 0.33724, -1.33327], [0.15045, 0.27588, 0.74412], [1.14061, -0.94819, 0.89508], [0.97700, -1.68536, 2.27218], [2.21449, -2.65596, 2.40274], [3.30846, -1.94584, 3.02281], [-0.06069, 8.58334, 1.79937], [-1.79803, 8.83215, 2.22684], [-1.19025, 9.37705, 0.62061], [-0.52747, 6.60091, 0.68774], [-1.79776, 7.39366, -0.35488], [-3.12293, 7.15657, 2.20893], [-3.29507, 6.04159, 0.84723], [-1.93075, 4.30692, 1.73224], [-2.74291, 4.98711, 3.15201], [-0.12439, 6.44104, 2.84140], [-0.84509, 5.54269, 4.19300], [0.84497, 4.07243, 3.95194], [-0.15865, 3.40018, 2.54151], [1.77927, 5.71141, 2.10153], [2.54616, 4.10571, 2.24492], [0.04966, 4.60064, 0.42077], [1.62205, 5.18760, -0.15914], [1.78584, 2.35428, 0.75674], [2.47629, 3.03796, -0.73352], [-0.62727, 2.73000, -0.34363], [0.76467, 1.99345, -2.98282], [0.38609, 4.93630, -2.02713], [-0.02373, 4.41527, -3.67547], [3.39978, 3.49584, -4.60358], [3.91510, 4.83691, -3.01029], [-0.44323, 0.12441, -2.67731], [-1.22433, -0.78035, -1.32560], [0.33786, 1.06216, 1.50570], [-0.88458, -0.10112, 0.89544], [0.87464, -1.67565, 0.09198], [2.20443, -0.63257, 0.83312], [1.01022, -0.94406, 3.09983], [0.05306, -2.29404, 2.34898], [1.96977, -3.59497, 2.92478], [2.52969, -2.92076, 1.36207], [4.11482, -2.36730, 2.71918], [1.86919, -7.84404, -2.33260], [1.43866, -6.55339, -2.61592], [1.15892, -5.67173, -1.58176], [1.31864, -6.09475, -0.26821], [1.74116, -7.38465, 0.02563], [2.01604, -8.26067, -1.01467], [1.04809, -5.16215, 0.82334], [0.65729, -4.04574, 0.52606], [1.22624, -5.55765, 1.95589], [2.09193, -8.52801, -3.14267], [1.32405, -6.23400, -3.64379], [0.82427, -4.66898, -1.81059], [1.86076, -7.71544, 1.04845], [2.34872, -9.26803, -0.79902], [1.43076, 9.66212, 7.06745], [1.34359, 8.42007, 6.44977], [0.12987, 7.98107, 5.93947], [-0.98788, 8.79788, 6.05068], [-0.91300, 10.03730, 6.67222], [0.30387, 10.46768, 7.18235], [-2.26422, 8.35124, 5.49274], [-2.30373, 7.25495, 4.97090], [-3.21175, 9.10375, 5.57736], [2.38106, 10.00422, 7.46000], [2.22322, 7.79488, 6.36336], [0.07090, 7.01355, 5.46016], [-1.78454, 10.67140, 6.76280], [0.37523, 11.43318, 7.66660], [-4.69288, -1.71372, -2.81446], [-5.25935, -2.64842, -3.67317], [-5.05753, -4.00470, -3.45609], [-4.28960, -4.41157, -2.37256], [-3.71349, -3.48588, -1.51264], [-3.91834, -2.13183, -1.73884], [-4.09367, -5.83990, -2.12620], [-4.59413, -6.62277, -2.90698], [-3.44364, -6.16257, -1.15334], [-4.85586, -0.65573, -2.98323], [-5.86085, -2.31947, -4.51083], [-5.50163, -4.72540, -4.12916], [-3.11130, -3.80237, -0.67122], [-3.47702, -1.40010, -1.07403], [0.69703, -13.98025, -4.01528], [0.43797, -13.09348, -5.05384], [1.25941, -11.99208, -5.24860], [2.33948, -11.79306, -4.39834], [2.60288, -12.66904, -3.35331], [1.77487, -13.76649, -3.16387], [3.22172, -10.64705, -4.61458], [2.95280, -9.88906, -5.52414], [4.17659, -10.51918, -3.87309], [0.05682, -14.84213, -3.86936], [-0.40324, -13.26273, -5.71367], [1.05109, -11.30672, -6.05893], [3.44142, -12.51138, -2.68846], [1.97143, -14.45796, -2.35458]], "atomic_forces_ev_per_a": [[0.09, -0.15, -0.93], [0.21, 0.62, 1.90], [-0.45, -0.87, -1.41], [-0.21, 0.54, 0.55], [0.08, -1.09, 0.52], [0.55, 0.87, -0.35], [-0.91, 0.90, -0.12], [1.06, 0.35, -0.51], [-1.21, -0.19, 1.13], [-0.20, -1.07, -0.48], [0.17, -0.11, 0.14], [-0.33, 0.15, -0.94], [0.82, -0.51, -0.15], [-0.91, 1.40, 1.10], [-1.24, -1.14, 0.00], [-2.21, 2.63, -0.56], [0.80, -0.27, 2.72], [1.59, -2.53, -0.67], [0.81, 0.93, -0.77], [1.31, -0.15, -0.75], [-0.85, 0.96, 0.18], [-0.29, 0.05, 0.30], [0.78, -0.86, -0.64], [-1.23, 0.06, 1.04], [1.14, -0.32, -0.36], [-0.31, 0.62, -0.56], [-0.53, -0.20, -0.11], [-0.74, 0.07, -0.30], [0.41, -0.22, -0.54], [0.24, -0.24, 0.75], [-0.76, 0.34, -0.40], [0.12, -0.27, 0.68], [0.74, -0.46, -0.31], [0.44, 0.25, 0.66], [0.10, 0.88, 0.22], [0.49, 0.08, -0.61], [-0.40, -0.61, -0.04], [0.10, 0.09, -0.83], [-0.46, -0.28, -0.58], [0.49, 0.29, 0.65], [0.07, -0.85, 0.01], [-0.67, 0.04, -0.34], [0.84, -0.39, 0.02], [-0.34, -0.42, 0.57], [-0.05, 0.36, -0.78], [-0.66, 0.08, 0.16], [0.82, -0.13, -0.21], [-0.38, 0.32, 0.46], [0.08, -0.69, -0.33], [0.48, -0.09, 0.61], [0.12, -0.30, -0.15], [0.22, 0.37, -0.12], [-0.22, -0.31, 0.80], [0.02, 0.78, -0.10], [-0.01, -0.44, -0.53], [0.54, 0.33, -0.04], [0.58, 0.53, 0.49], [-0.77, -0.12, -0.24], [-0.02, -0.52, -0.37], [0.43, 0.56, -0.18], [0.13, 0.57, 0.06], [-0.25, 0.07, 0.75], [0.12, 0.01, 0.09], [-0.01, -0.02, 0.02], [0.03, -0.12, 0.15], [-0.03, 0.10, -0.10], [0.19, -0.42, -0.57], [0.05, -0.12, 0.11], [-0.06, 0.18, -0.11], [-0.20, -0.03, -0.20], [-0.14, -0.37, 0.04], [-0.08, 0.02, 0.07], [0.00, 0.07, 0.02], [-0.01, 0.01, 0.05], [0.02, -0.02, 0.19], [-0.06, 0.19, 0.00], [-0.01, 0.05, 0.02], [-0.01, 0.00, -0.01], [-0.12, 0.17, 0.05], [0.05, -0.11, -0.05], [0.65, 0.21, 0.26], [-0.07, 0.14, 0.04], [0.06, -0.20, -0.08], [-0.24, -0.07, -0.08], [0.02, 0.00, 0.06], [-0.05, 0.12, 0.03], [-0.05, -0.02, -0.01], [-0.06, 0.00, -0.01], [-0.17, 0.09, -0.02], [-0.05, -0.17, -0.10], [-0.04, -0.04, -0.03], [-0.01, 0.04, -0.02], [0.13, -0.01, 0.18], [-0.09, -0.02, -0.11], [-0.12, 0.70, -0.13], [0.10, 0.05, 0.14], [-0.09, -0.10, -0.16], [0.04, -0.20, 0.02], [-0.06, -0.03, -0.11], [0.10, 0.02, 0.11], [0.04, -0.05, 0.01], [0.03, -0.05, 0.02], [0.09, -0.10, 0.15], [-0.07, -0.17, -0.09], [-0.05, -0.03, 0.00], [0.01, 0.02, 0.00], [0.13, -0.03, 0.16], [-0.08, 0.04, -0.12], [-0.44, -0.58, 0.09], [0.09, -0.05, 0.13], [-0.10, 0.09, -0.17], [0.22, 0.11, 0.00], [-0.08, 0.07, -0.04], [-0.05, 0.00, 0.06], [0.02, 0.05, 0.00], [0.04, 0.05, 0.01], [0.17, 0.06, 0.09], [0.01, 0.14, -0.15], [0.02, 0.05, -0.02]]}

---

Calculated values (g mol⁻¹) of molar mass for the records, taken in order: 820.80 902.80.